(1)
9
Properties=species:S:1:pos:R:3:lowdin_charge:R:1 method="wB97M-V/def2-TZVPD" lumo_ev="-14.72 / -15.49" e_homo_ev="-23.1 / -20.2" gap_ha="0.309 / 0.174" s2=15.96 total_charge=+3 spin_multiplicity=8
H -2.59028 -0.35425 -1.24149 0.327
O -3.18997 0.88418 0.52233 0.425
C -2.53257 0.07923 -0.03589 -0.020
C -1.19646 0.16053 -0.56863 0.173
C -0.01875 -0.12633 -0.26774 0.210
C 1.26768 -0.40702 0.18573 -0.116
O 2.22893 0.37531 0.04283 -0.133
Gd 4.66665 0.69845 0.55168 1.956
H 1.36476 -1.31009 0.81120 0.180

(2)
106
Properties=species:S:1:pos:R:3:lowdin_charge:R:1 method="wB97M-V/def2-TZVPD" de_lowest_kj_mol=242.9 lumo_ev=-1.35 e_homo_ev=-7.6 gap_ha=0.231
Ir -0.28315 -0.57972 0.28866 0.674
C 0.04025 0.45068 5.56886 -0.179
Si 0.07455 0.68898 3.66946 0.513
C 1.36525 2.06908 3.37396 -0.163
C -1.64585 1.38648 3.21646 -0.184
C 0.47865 -0.83402 2.60336 -0.349
C 1.85395 -0.96622 2.11036 -0.468
C 3.01295 -1.00092 2.89216 -0.033
C 4.22815 -1.24672 2.28846 -0.048
C 4.28715 -1.45792 0.91306 -0.056
C 3.10955 -1.37102 0.19906 -0.131
N 1.94485 -1.13252 0.78126 -0.015
Si -0.09385 -2.57602 3.19716 0.536
C 1.10385 -3.86862 2.46036 -0.160
C -1.93955 -2.86582 2.81236 -0.165
C 0.09135 -2.82012 5.08606 -0.177
H -0.05625 1.41548 6.05886 0.030
H 0.93995 -0.02022 5.94956 0.018
H -0.80765 -0.15162 5.87466 0.017
H 1.07575 2.97798 3.89336 0.040
H 1.44305 2.31598 2.31456 -0.031
H 2.35545 1.79528 3.72646 0.026
H -2.02155 2.02058 4.01386 0.033
H -2.36455 0.58808 3.06216 0.007
H -1.60315 1.98768 2.30956 -0.020
H 2.92735 -0.85212 3.95716 0.121
H 5.12895 -1.28142 2.88136 0.113
H 5.22225 -1.66502 0.41746 0.110
H 3.07955 -1.49502 -0.87734 0.115
H 1.34705 -3.67182 1.42146 0.004
H 0.69905 -4.87562 2.51246 0.029
H 2.04265 -3.86982 3.01026 0.037
H -2.16775 -2.76422 1.75536 -0.009
H -2.55755 -2.15552 3.35516 0.026
H -2.24105 -3.86222 3.11946 0.032
H 1.02335 -2.41952 5.46946 0.018
H 0.07085 -3.87992 5.32006 0.033
H -0.72455 -2.35382 5.62526 0.014
C 0.10645 2.23308 -2.16124 -0.441
C 0.62025 1.27628 -3.22194 -0.445
As 0.17605 -0.62062 -2.83574 1.292
C 0.85495 -1.31822 -4.55424 -0.369
C 0.05525 -2.03152 -5.43634 -0.094
C 0.55965 -2.45692 -6.65414 -0.078
C 1.87115 -2.18242 -7.00234 -0.089
C 2.69075 -1.50682 -6.11124 -0.088
C 2.18335 -1.08972 -4.89434 -0.132
C -1.72505 -0.68522 -3.29904 -0.450
C -2.38555 -1.89382 -3.09524 -0.165
C -3.73025 -2.02972 -3.38884 -0.092
C -4.44465 -0.94442 -3.87014 -0.079
C -3.79925 0.26068 -4.08184 -0.077
C -2.44655 0.38388 -3.81144 -0.128
As 0.77975 1.88048 -0.33434 1.246
C 2.70785 2.21138 -0.52954 -0.363
C 3.24715 2.88788 -1.61734 -0.107
C 4.60815 3.12598 -1.70374 -0.074
C 5.45345 2.70188 -0.69284 -0.075
C 4.93225 2.02738 0.39786 -0.070
C 3.57295 1.77998 0.47206 -0.128
C 0.23165 3.64958 0.33726 -0.369
C -1.12495 3.95278 0.37616 -0.137
C -1.56665 5.20038 0.77676 -0.072
C -0.65125 6.16958 1.15456 -0.083
C 0.70075 5.87128 1.14316 -0.081
C 1.14135 4.62308 0.73666 -0.105
H -0.98485 2.15438 -2.08534 0.022
H 0.33115 3.27568 -2.43014 0.084
H 1.71285 1.32958 -3.27124 0.040
H 0.24265 1.55628 -4.21194 0.081
H -0.97365 -2.24972 -5.17814 0.091
H -0.08095 -3.00142 -7.33194 0.105
H 2.25175 -2.50282 -7.96054 0.102
H 3.72165 -1.31142 -6.36934 0.102
H 2.82475 -0.57262 -4.18904 0.091
H -1.83005 -2.73022 -2.68714 0.086
H -4.22665 -2.97822 -3.23714 0.111
H -5.50005 -1.04632 -4.07344 0.105
H -4.35145 1.10988 -4.45794 0.105
H -1.95785 1.33108 -4.00044 0.090
H 2.59865 3.25018 -2.40474 0.097
H 5.00755 3.65118 -2.56004 0.107
H 6.51225 2.90228 -0.75794 0.105
H 5.58335 1.69868 1.19516 0.108
H 3.16815 1.25568 1.32776 0.070
H -1.84865 3.19778 0.08666 0.021
H -2.62375 5.41988 0.79246 0.107
H -0.99365 7.14748 1.46166 0.103
H 1.42395 6.61558 1.44596 0.104
H 2.20465 4.40488 0.72286 0.100
N -0.79695 -2.50202 -0.40404 -0.055
C -0.47385 -3.63822 -0.43414 -0.368
N -0.30805 -4.84772 -0.63114 0.115
C 0.29385 -5.84442 -0.09444 -0.423
N 0.79455 -6.79732 0.32046 0.105
Se -2.54595 0.60978 -0.19194 0.693
C -4.15385 -0.12562 0.49846 -0.609
C -4.66135 -1.30262 -0.03694 -0.109
C -5.92185 -1.70712 0.36176 -0.151
N -6.65665 -1.04962 1.24126 0.051
C -6.14915 0.04758 1.78046 -0.156
C -4.90905 0.56198 1.44536 -0.114
H -4.08705 -1.86282 -0.75694 0.077
H -6.37745 -2.59652 -0.05484 0.104
H -6.78425 0.54158 2.50526 0.103
H -4.53355 1.47038 1.89556 0.093

(3)
16
Properties=species:S:1:pos:R:3:lowdin_charge:R:1 method="wB97M-V/def2-TZVPD" de_lowest_kj_mol=201.7 lumo_ev=-3.79 e_homo_ev=-13.7 gap_ha=0.363 total_charge=+1
C 1.45608 0.66753 -1.43118 -0.061
C 0.24485 0.35995 -0.99858 -0.165
C -1.06270 0.84043 -1.43976 0.002
C -0.69788 -0.68362 1.37456 -0.010
N 0.44907 -0.29721 0.50253 -0.230
O 2.56801 0.22475 -0.63955 -0.195
P 2.04530 -0.37102 0.70885 0.914
H 1.62681 1.00115 -2.38949 0.121
H -1.78636 0.29688 -0.81884 0.099
H -1.18722 1.89380 -1.23548 0.109
H -1.03993 0.71155 -2.45458 0.074
H -1.31153 0.06638 1.60871 0.057
H -0.14432 -0.82508 2.28026 0.092
H -1.15522 -1.46042 0.93930 0.064
H 2.63832 0.39610 1.77378 0.057
H 2.57612 -1.68709 1.11462 0.072

(4)
78
Properties=species:S:1:pos:R:3:lowdin_charge:R:1 method="wB97M-V/def2-TZVPD" de_lowest_kj_mol=10.3 lumo_ev="-6.68 / -6.51" e_homo_ev="-13.9 / -13.9" gap_ha="0.265 / 0.271" s2=0.75 total_charge=+2 spin_multiplicity=2
Ti 0.18758 0.26036 -0.23522 0.831
C -0.96752 2.67592 -1.91463 -0.138
N -0.98176 1.67338 -0.82557 -0.133
C -1.90036 1.77915 0.12774 -0.017
C -1.82877 0.96523 1.26679 -0.281
C -2.60604 0.90936 2.42522 0.034
C -1.95776 0.04686 3.30715 -0.014
C -0.80845 -0.41099 2.67015 -0.090
N -0.70787 0.12286 1.43700 -0.109
C -1.09146 4.09530 -1.40305 -0.246
C -2.07377 4.94547 -1.89074 -0.036
C -2.18519 6.23951 -1.39822 -0.056
C -1.32101 6.68392 -0.41033 -0.060
C -0.32778 5.84233 0.07380 -0.060
C -0.21390 4.55427 -0.42174 -0.048
H -1.77661 2.46528 -2.61765 0.120
H -0.02439 2.55779 -2.45117 0.107
H -2.68816 2.52513 0.05544 0.167
H -3.52730 1.44422 2.59754 0.133
H -2.28432 -0.21592 4.29968 0.121
H -0.06676 -1.08844 3.06337 0.121
H -2.75613 4.60542 -2.66160 0.117
H -2.95062 6.89647 -1.78857 0.115
H -1.42266 7.68716 -0.01889 0.115
H 0.35833 6.19989 0.83006 0.113
H 0.57180 3.90254 -0.05135 0.109
C 1.27831 -2.41408 -2.08153 -0.344
C 2.45214 -2.21242 -1.11582 -0.342
P 2.50520 -0.59748 -0.19297 0.976
C 3.81226 -0.88688 1.01744 -0.383
C 5.04040 -1.41315 0.61395 -0.087
C 6.01103 -1.68413 1.56230 -0.045
C 5.76119 -1.43849 2.90759 -0.042
C 4.54464 -0.90923 3.30901 -0.055
C 3.56671 -0.63134 2.36570 -0.091
C 3.11285 0.60158 -1.41904 -0.363
C 2.29040 0.81971 -2.53318 -0.141
C 2.66199 1.72867 -3.50997 -0.058
C 3.84605 2.43900 -3.36881 -0.039
C 4.64276 2.25684 -2.24664 -0.035
C 4.28160 1.34144 -1.26808 -0.058
P -0.38667 -1.78686 -1.53700 1.008
C -1.35844 -1.99848 -3.04715 -0.377
C -2.04416 -0.90668 -3.57682 -0.089
C -2.75268 -1.04116 -4.76104 -0.056
C -2.77931 -2.26459 -5.41260 -0.042
C -2.10186 -3.35633 -4.88174 -0.044
C -1.38846 -3.22973 -3.70258 -0.085
C -0.98800 -3.00741 -0.33217 -0.354
C -0.19536 -3.25055 0.79354 -0.121
C -0.58084 -4.19717 1.72671 -0.058
C -1.76749 -4.89590 1.54869 -0.046
C -2.57323 -4.63216 0.45123 -0.045
C -2.19155 -3.68836 -0.49146 -0.066
H 1.18461 -3.47598 -2.31165 0.098
H 1.46314 -1.89827 -3.02701 0.086
H 3.38844 -2.31248 -1.66568 0.097
H 2.44963 -2.98516 -0.34428 0.085
H 5.24457 -1.60090 -0.43303 0.114
H 6.96596 -2.08619 1.25133 0.120
H 6.52183 -1.65944 3.64429 0.121
H 4.35784 -0.71060 4.35585 0.117
H 2.61680 -0.20486 2.66739 0.092
H 1.37063 0.24136 -2.65335 0.067
H 2.04448 1.87094 -4.38768 0.121
H 4.14969 3.14018 -4.13432 0.122
H 5.55042 2.83379 -2.13030 0.123
H 4.89929 1.21127 -0.38985 0.112
H -2.02193 0.04137 -3.05102 0.079
H -3.28369 -0.19473 -5.17570 0.116
H -3.33156 -2.37073 -6.33651 0.120
H -2.13244 -4.31035 -5.39073 0.120
H -0.87107 -4.08929 -3.29469 0.116
H 0.73314 -2.70262 0.93028 0.076
H 0.04289 -4.39138 2.58986 0.117
H -2.06443 -5.64949 2.26558 0.119
H -3.50303 -5.17075 0.32621 0.120
H -2.82951 -3.48219 -1.34008 0.110

(5)
21
Properties=species:S:1:pos:R:3:lowdin_charge:R:1 method="wB97M-V/def2-TZVPD" de_lowest_kj_mol=61.3 lumo_ev=3.93 e_homo_ev=-2.5 gap_ha=0.237 smiles=C[C@@H](CCN)NC[O-] total_charge=-1
C -1.13825 0.41560 1.37505 -0.077
C -0.11377 -0.12435 0.36367 -0.472
C 1.23929 0.59680 0.50061 -0.183
C 1.16729 2.09518 0.18137 -0.310
N 1.03773 2.38591 -1.24422 -0.022
N 0.06910 -1.54340 0.50087 -0.050
C -0.77531 -2.38573 -0.51637 -0.536
O -1.56583 -1.67188 -1.29190 -0.325
H -1.95615 -0.30379 1.35767 0.071
H -1.57427 1.38825 1.10595 0.060
H -0.75066 0.46943 2.39589 0.063
H -0.54932 0.03470 -0.63174 0.109
H 1.57055 0.43067 1.52058 0.093
H 1.91874 0.14958 -0.22683 0.099
H 2.06705 2.59881 0.54715 0.092
H 0.30347 2.53676 0.66121 0.085
H 1.77290 1.89674 -1.75737 0.059
H 0.15876 1.98806 -1.56637 0.059
H -0.10657 -1.81868 1.45465 0.062
H -1.32233 -3.10679 0.15224 0.064
H 0.01251 -2.97010 -1.04123 0.058

Please write out number 1 again, unchanged.
9
Properties=species:S:1:pos:R:3:lowdin_charge:R:1 method="wB97M-V/def2-TZVPD" lumo_ev="-14.72 / -15.49" e_homo_ev="-23.1 / -20.2" gap_ha="0.309 / 0.174" s2=15.96 total_charge=+3 spin_multiplicity=8
H -2.59028 -0.35425 -1.24149 0.327
O -3.18997 0.88418 0.52233 0.425
C -2.53257 0.07923 -0.03589 -0.020
C -1.19646 0.16053 -0.56863 0.173
C -0.01875 -0.12633 -0.26774 0.210
C 1.26768 -0.40702 0.18573 -0.116
O 2.22893 0.37531 0.04283 -0.133
Gd 4.66665 0.69845 0.55168 1.956
H 1.36476 -1.31009 0.81120 0.180